1.
122
Properties=species:S:1:pos:R:3:forces:R:3 method="wB97M-V/def2-TZVPD" e_homo_ha=-0.560 e_lumo_ev=-8.71 homo_lumo_gap_ev=6.5 charge=+3
Ti 0.4904 -0.4085 0.2186 0.299 -0.038 -0.444
O -2.7201 1.1958 -0.9675 0.170 -0.007 -0.118
S -1.4426 0.9454 -1.7241 -0.168 -0.015 0.479
C -0.8921 2.5314 -2.3676 0.086 -0.017 -0.098
C -0.9982 2.8976 -3.7065 0.005 0.002 0.022
C -0.7092 4.2010 -4.0824 0.010 -0.013 -0.004
C -0.3297 5.1367 -3.1320 -0.003 0.002 -0.007
C -0.1705 4.7508 -1.8112 -0.004 0.028 -0.004
C -0.4129 3.4380 -1.4188 -0.131 -0.093 0.011
P -0.0611 2.9164 0.2968 0.197 0.163 0.070
C -0.9903 4.1810 1.2405 -0.092 -0.054 -0.059
C -2.3858 4.1078 1.1817 -0.012 0.041 -0.091
C -3.1697 5.0704 1.7940 0.011 -0.010 0.016
C -2.5728 6.1252 2.4735 0.006 -0.008 -0.010
C -1.1921 6.2233 2.5091 0.000 -0.006 0.011
C -0.4011 5.2619 1.8915 0.031 -0.020 0.054
C 1.6915 3.4420 0.4682 -0.003 -0.118 0.048
C 2.5305 3.6889 -0.6240 -0.015 0.071 -0.056
C 3.8594 4.0610 -0.4307 -0.022 -0.018 -0.008
C 4.3656 4.1983 0.8495 -0.004 -0.011 0.020
C 3.5495 3.9326 1.9442 0.023 -0.008 -0.033
C 2.2362 3.5393 1.7559 -0.016 -0.042 0.002
C -1.8730 0.0847 -3.1997 -0.036 -0.006 -0.104
C -2.9332 0.5548 -3.9694 -0.006 -0.084 0.023
C -3.1856 -0.0392 -5.1943 -0.007 0.015 0.002
C -2.3725 -1.0757 -5.6386 -0.008 -0.014 -0.008
C -1.3652 -1.5813 -4.8298 -0.004 0.026 -0.004
C -1.1191 -1.0249 -3.5737 0.015 0.055 0.042
P -0.1319 -1.9509 -2.3312 -0.048 -0.178 -0.011
C -1.4040 -3.1588 -1.7797 0.020 -0.025 -0.014
C -1.0988 -3.9854 -0.6968 0.028 0.004 -0.014
C -1.9885 -4.9543 -0.2610 -0.043 0.004 -0.021
C -3.2153 -5.1071 -0.9006 0.012 -0.003 0.035
C -3.5388 -4.2809 -1.9667 0.010 0.028 -0.025
C -2.6398 -3.3127 -2.4058 -0.042 -0.005 0.010
C 0.9520 -2.9167 -3.4268 0.074 0.060 0.017
C 0.9046 -4.3044 -3.5143 -0.008 -0.007 -0.002
C 1.7660 -4.9738 -4.3740 -0.002 -0.001 0.008
C 2.6697 -4.2652 -5.1506 -0.002 0.014 -0.004
C 2.7052 -2.8770 -5.0852 -0.011 -0.020 0.008
C 1.8513 -2.2071 -4.2261 -0.024 0.017 -0.052
H -1.3021 2.1916 -4.4625 0.000 -0.001 0.003
H -0.7956 4.4854 -5.1221 -0.012 0.005 -0.011
H -0.1411 6.1612 -3.4223 0.010 0.008 -0.002
H 0.1632 5.4740 -1.0768 -0.013 0.000 0.013
H -2.8674 3.3360 0.5937 0.009 -0.008 0.004
H -4.2477 5.0076 1.7297 -0.012 0.010 -0.016
H -3.1831 6.8784 2.9521 -0.011 0.008 0.009
H -0.7198 7.0572 3.0102 0.004 0.009 0.003
H 0.6719 5.3843 1.9161 -0.007 -0.004 -0.005
H 2.1384 3.6678 -1.6355 0.025 -0.039 0.027
H 4.4837 4.2723 -1.2887 0.004 0.003 -0.008
H 5.3884 4.5156 0.9990 0.014 0.000 0.003
H 3.9401 4.0356 2.9478 0.003 0.012 0.011
H 1.6154 3.3494 2.6224 -0.006 -0.009 0.008
H -3.5380 1.3790 -3.6133 0.015 0.028 -0.004
H -3.9990 0.3184 -5.8109 -0.011 -0.006 -0.002
H -2.5509 -1.5220 -6.6077 0.004 -0.001 -0.012
H -0.7960 -2.4391 -5.1614 0.008 -0.004 -0.002
H -0.1537 -3.8760 -0.1866 0.026 -0.002 0.004
H -1.7207 -5.6023 0.5636 0.003 -0.001 0.013
H -3.9049 -5.8771 -0.5803 -0.003 -0.014 0.002
H -4.4852 -4.3982 -2.4779 -0.009 -0.001 -0.005
H -2.9245 -2.6889 -3.2406 0.007 0.001 -0.020
H 0.1949 -4.8713 -2.9261 0.009 -0.003 0.018
H 1.7221 -6.0522 -4.4415 0.003 -0.011 0.002
H 3.3386 -4.7915 -5.8175 0.001 -0.006 -0.018
H 3.3904 -2.3207 -5.7102 0.009 0.006 -0.005
H 1.8618 -1.1212 -4.2093 0.018 0.002 0.027
C 0.6557 -3.8037 2.2804 -0.079 0.009 0.028
Si 2.2177 -3.4084 1.3283 -0.089 0.141 -0.135
C 2.3815 -4.2357 -0.3335 0.004 -0.027 -0.067
C 3.6270 -4.0217 2.3986 0.052 0.008 0.032
C 2.2289 -1.4792 0.9503 -0.369 -0.047 0.192
C 1.9860 -0.7281 2.2158 0.152 -0.053 0.056
C 2.6465 -0.8108 3.4451 0.010 0.010 -0.093
C 2.2097 -0.0263 4.4887 -0.081 0.057 0.013
C 1.1230 0.8454 4.3210 0.073 -0.046 0.057
C 0.5125 0.9024 3.1014 -0.069 -0.035 -0.087
N 0.9561 0.1321 2.0818 -0.053 0.079 0.214
Si 3.9599 -1.0070 0.1932 -0.077 0.044 -0.121
C 4.4099 0.6793 0.8436 -0.019 0.065 0.054
C 3.8708 -1.0020 -1.6917 -0.025 -0.091 -0.024
C 5.3601 -2.1487 0.6130 0.024 -0.067 0.109
H 0.2129 -4.7443 1.9460 0.032 -0.038 0.000
H -0.1090 -3.0337 2.2337 -0.022 -0.024 -0.015
H 0.9075 -3.9397 3.3338 0.004 0.026 0.017
H 2.0280 -5.2689 -0.3076 -0.013 -0.012 0.023
H 1.8514 -3.7207 -1.1319 0.011 -0.024 -0.023
H 3.4338 -4.2728 -0.6229 0.012 0.002 -0.021
H 3.2212 -4.8125 3.0333 -0.014 -0.029 -0.010
H 4.0938 -3.2991 3.0628 -0.004 -0.026 0.042
H 4.4191 -4.4602 1.7946 0.003 -0.018 0.020
H 3.4804 -1.4832 3.5651 0.029 0.017 0.013
H 2.7062 -0.0854 5.4486 0.008 0.006 0.008
H 0.7702 1.4631 5.1338 0.003 -0.002 0.014
H -0.3316 1.5418 2.8833 -0.022 -0.028 -0.017
H 3.5678 1.3664 0.9437 0.016 0.034 -0.001
H 5.1509 1.1481 0.1935 0.027 -0.002 -0.020
H 4.8681 0.5910 1.8312 -0.013 0.019 0.016
H 3.9854 -0.0047 -2.1351 -0.011 0.000 -0.050
H 2.9934 -1.5061 -2.1045 -0.029 0.038 0.010
H 4.7199 -1.5706 -2.0761 0.030 0.017 -0.004
H 5.5601 -2.2399 1.6791 0.031 0.023 -0.006
H 6.2424 -1.6906 0.1555 0.020 0.006 -0.008
H 5.2624 -3.1493 0.1951 0.020 0.011 -0.030
O 1.6604 0.7299 -0.9613 0.370 0.453 -0.468
H 2.2902 0.3010 -1.5729 0.046 -0.044 0.055
H 2.0382 1.6092 -0.7092 -0.050 -0.086 0.023
O -2.3753 1.0461 1.7327 -0.295 -0.246 0.109
H -2.8421 1.6100 2.3597 0.007 0.064 -0.072
H -2.7037 1.2704 0.8400 0.204 0.095 0.051
N -4.4109 -2.0129 1.7205 0.053 0.003 0.065
C -3.4062 -1.6798 0.6597 -0.031 0.030 -0.099
C -2.0723 -1.5595 1.3615 0.291 -0.134 0.002
O -1.9624 -1.7588 2.5409 -0.101 -0.031 -0.038
O -1.0595 -1.3100 0.5412 -0.377 0.180 0.453
H -4.8468 -2.9237 1.5694 -0.007 0.017 0.002
H -5.1489 -1.3129 1.7992 0.010 -0.013 0.010
H -3.8732 -2.0438 2.6113 -0.049 0.008 -0.066
H -3.6626 -0.7453 0.1626 0.010 -0.018 0.019
H -3.3662 -2.4777 -0.0818 -0.025 -0.010 0.040

---

2.
122
Properties=species:S:1:pos:R:3:forces:R:3 method="wB97M-V/def2-TZVPD" e_homo_ha=-0.551 e_lumo_ev=-8.31 homo_lumo_gap_ev=6.7 charge=+3
Ti 0.6495 -1.4718 -0.4478 -0.106 -1.019 -0.406
O -2.7613 -2.1451 -0.3148 -0.180 -0.200 -0.070
S -2.3351 -0.7677 0.2987 0.315 0.236 -0.025
C -3.1975 0.4580 -0.6080 -0.141 0.066 0.016
C -4.5756 0.6075 -0.4648 0.014 0.000 0.040
C -5.2254 1.5909 -1.1846 0.010 -0.001 -0.022
C -4.4900 2.4356 -2.0095 -0.002 -0.003 0.006
C -3.1196 2.2806 -2.1346 -0.018 -0.020 0.025
C -2.4396 1.2628 -1.4606 -0.017 0.074 -0.058
P -0.6029 1.1876 -1.6301 0.083 0.035 0.165
C -0.2939 1.2272 -3.4280 0.001 0.197 -0.032
C 1.0418 1.2789 -3.8338 -0.034 0.272 0.075
C 1.3761 1.3760 -5.1750 0.015 0.207 0.002
C 0.3770 1.3848 -6.1387 0.025 0.090 -0.014
C -0.9496 1.2719 -5.7509 -0.001 0.010 0.015
C -1.2855 1.1918 -4.4062 -0.018 0.090 -0.008
C -0.2678 2.9199 -1.0755 -0.002 0.016 -0.082
C -1.0271 3.4394 -0.0253 0.009 0.015 0.055
C -0.8371 4.7364 0.4237 0.009 -0.041 -0.012
C 0.1115 5.5471 -0.1823 0.019 0.041 0.001
C 0.8521 5.0547 -1.2456 -0.004 0.013 0.003
C 0.6640 3.7542 -1.6924 -0.009 -0.065 0.033
C -3.0907 -0.8664 1.9024 -0.180 -0.281 -0.094
C -4.1046 -1.7996 2.1109 0.037 -0.029 0.049
C -4.6500 -1.9037 3.3826 0.060 0.056 0.023
C -4.1758 -1.0925 4.4138 -0.033 -0.027 -0.047
C -3.1661 -0.1725 4.1735 0.032 0.027 -0.003
C -2.5920 -0.0508 2.9061 -0.037 0.144 0.247
P -1.3678 1.2338 2.4288 -0.188 -0.180 0.018
C 0.0987 0.9351 3.4647 0.091 0.008 0.015
C 0.2157 -0.0292 4.4635 -0.087 -0.046 0.011
C 1.4185 -0.2081 5.1375 0.047 0.021 0.011
C 2.5172 0.5816 4.8307 -0.019 -0.003 0.011
C 2.4121 1.5560 3.8442 0.001 -0.007 -0.017
C 1.2172 1.7236 3.1598 0.024 0.020 -0.039
C -2.1751 2.7044 3.1393 0.164 0.073 0.030
C -3.4599 3.0213 2.6947 -0.043 0.043 -0.087
C -4.0789 4.1880 3.1139 -0.012 -0.050 0.013
C -3.4209 5.0517 3.9812 0.028 -0.007 0.010
C -2.1445 4.7420 4.4250 -0.029 0.018 0.003
C -1.5189 3.5752 4.0036 -0.040 0.003 0.074
H -5.1351 -0.0304 0.2064 0.017 -0.029 0.018
H -6.2960 1.7122 -1.0924 -0.001 0.002 0.007
H -4.9889 3.2296 -2.5493 0.006 0.001 -0.004
H -2.5631 2.9752 -2.7496 0.008 0.002 -0.019
H 1.8335 1.2523 -3.0965 0.056 0.044 0.088
H 2.4149 1.4470 -5.4724 0.002 -0.001 0.003
H 0.6324 1.4654 -7.1865 0.001 -0.002 -0.003
H -1.7323 1.2481 -6.4971 0.001 -0.002 -0.002
H -2.3277 1.0859 -4.1420 -0.005 0.012 0.012
H -1.7987 2.8462 0.4422 0.012 0.049 -0.102
H -1.4464 5.1124 1.2358 -0.017 0.004 0.014
H 0.2545 6.5652 0.1542 0.008 -0.002 0.004
H 1.5704 5.6896 -1.7469 -0.002 -0.003 -0.003
H 1.2331 3.4225 -2.5447 0.072 -0.108 -0.105
H -4.4544 -2.4260 1.3012 -0.019 0.026 -0.016
H -5.4651 -2.5928 3.5635 -0.002 -0.003 0.004
H -4.6161 -1.1615 5.3999 -0.004 -0.002 0.003
H -2.8330 0.4838 4.9687 -0.007 0.002 0.006
H -0.6415 -0.6302 4.7436 0.032 -0.009 -0.031
H 1.4911 -0.9489 5.9229 -0.001 -0.005 0.004
H 3.4457 0.4531 5.3701 0.006 -0.006 -0.003
H 3.2583 2.1912 3.6158 0.002 0.006 0.008
H 1.1472 2.4825 2.3844 -0.031 0.004 0.001
H -3.9918 2.3586 2.0181 0.033 -0.026 -0.023
H -5.0779 4.4209 2.7697 0.000 0.004 0.003
H -3.9069 5.9582 4.3155 0.004 0.007 -0.010
H -1.6312 5.4054 5.1082 -0.003 0.005 0.000
H -0.5279 3.3518 4.3745 0.041 -0.027 -0.027
C 4.6532 0.3340 -2.9419 0.013 0.065 -0.012
Si 3.7098 -0.1108 -1.4053 -0.069 -0.091 0.014
C 3.0434 1.4917 -0.6521 0.011 0.083 0.013
C 4.9242 -0.7304 -0.1149 0.059 0.009 -0.006
C 2.3397 -1.4954 -1.6772 -0.028 -0.127 -0.028
C 2.8696 -2.7097 -0.9778 0.019 -0.030 -0.247
C 4.0651 -3.4035 -1.1559 -0.078 -0.028 -0.040
C 4.2755 -4.5370 -0.4022 -0.037 -0.030 0.007
C 3.3014 -4.9550 0.5106 0.033 0.000 0.013
C 2.1485 -4.2229 0.6376 -0.019 0.026 0.069
N 1.9520 -3.1173 -0.1045 -0.098 0.014 -0.089
Si 1.8793 -2.2287 -3.4950 -0.120 0.083 0.104
C 0.3231 -1.5840 -4.3135 0.007 -0.222 -0.041
C 1.6088 -4.0824 -3.2910 0.011 0.050 0.085
C 3.3092 -1.9935 -4.6555 0.018 -0.038 -0.064
H 5.3633 1.1135 -2.6505 0.009 0.006 -0.012
H 4.0286 0.7385 -3.7388 0.033 0.028 0.027
H 5.2303 -0.4953 -3.3495 -0.017 0.020 0.023
H 3.4974 1.6645 0.3324 0.022 -0.014 -0.002
H 1.9697 1.6145 -0.5488 -0.152 0.041 -0.080
H 3.3851 2.3301 -1.2621 -0.015 0.031 -0.011
H 5.4485 0.1476 0.2719 0.017 0.006 -0.007
H 5.6855 -1.3951 -0.5225 -0.005 0.021 0.012
H 4.4685 -1.2438 0.7358 -0.030 0.053 0.009
H 4.7927 -3.0630 -1.8801 -0.017 -0.017 -0.001
H 5.1863 -5.1092 -0.5212 0.000 -0.005 0.006
H 3.4397 -5.8464 1.1049 0.017 -0.001 -0.008
H 1.3605 -4.5207 1.3113 0.092 0.006 -0.070
H -0.1499 -2.4302 -4.8189 0.016 -0.053 0.013
H 0.5627 -0.8474 -5.0816 -0.045 -0.280 0.124
H -0.4157 -1.1311 -3.6603 0.035 -0.252 0.010
H 0.9777 -4.3913 -2.4528 0.006 -0.025 0.017
H 2.5405 -4.6385 -3.1966 0.058 -0.001 0.031
H 1.1253 -4.4308 -4.2070 0.010 -0.002 0.002
H 3.4329 -0.9603 -4.9776 -0.012 -0.074 -0.005
H 3.0721 -2.5870 -5.5440 0.007 -0.003 -0.013
H 4.2614 -2.3595 -4.2714 0.003 -0.008 -0.010
O 1.5927 -0.4299 1.0038 0.111 0.222 0.386
H 2.2315 0.2981 0.9392 -0.059 0.117 -0.032
H 1.2778 -0.4994 1.9231 -0.031 0.054 0.062
O -0.6404 -2.4234 -1.4285 0.770 0.342 0.200
H -1.8757 -2.4436 -0.8220 -0.634 -0.033 0.058
H -0.5744 -3.1305 -2.0839 0.147 0.043 -0.050
N -1.9144 -4.7491 3.2583 0.004 -0.007 0.006
C -1.1524 -3.4612 3.1655 -0.093 -0.038 -0.028
C -0.7031 -3.3320 1.6994 0.226 0.014 0.089
O -0.8979 -4.2910 0.9641 -0.198 0.116 0.067
O -0.1138 -2.2295 1.4267 -0.037 0.130 -0.312
H -1.5376 -5.3939 3.9522 -0.010 -0.013 0.017
H -1.8191 -5.1687 2.3057 0.027 0.025 -0.011
H -2.9016 -4.5997 3.4653 -0.026 -0.006 -0.012
H -0.2892 -3.5030 3.8269 0.025 0.031 -0.045
H -1.7934 -2.6350 3.4632 0.026 0.014 0.007

---

no.,calculated total energy (eV),maximum force (eV/A)
1,-134289.92440,0.749
2,-134290.04304,1.102